Entry 1:
ORCA calculation (the ωB97M-V functional and the def2-TZVPD basis) on a structure of composition C22H8Cl3CoF8N2S2.

Results
net charge: 0
HOMO (alpha / beta): -8.19 / -8.39 eV
spin multiplicity: 5
HOMO-LUMO gap (alpha / beta): 0.303 / 0.191 hartree

Structure (XYZ):
```
46
Properties=species:S:1:pos:R:3:forces:R:3:lowdin_spin:R:1
Co -0.20503 -0.88692 -0.15849 -0.417 0.053 -0.065 2.7012
F 6.41736 2.17142 0.69806 -0.106 -0.023 -0.024 0.0291
C 5.23029 1.81518 0.23367 0.123 0.022 0.075 0.0863
C 4.69315 0.58562 0.58400 0.061 -0.013 0.069 -0.0111
F 5.37542 -0.22538 1.38650 -0.021 0.034 -0.043 -0.0094
C 3.46035 0.21474 0.09479 -0.029 -0.048 0.080 0.0693
F 2.99609 -0.96852 0.44240 0.107 -0.081 -0.244 0.0216
C 2.73034 1.04778 -0.77255 -0.026 0.026 -0.047 0.0670
S 1.23558 0.62854 -1.47791 -0.094 0.046 -0.033 0.6004
C 3.30623 2.29448 -1.09233 0.005 0.042 -0.053 0.0668
F 2.65681 3.14355 -1.87722 0.020 -0.071 -0.001 0.0191
C 4.53099 2.67799 -0.59950 0.045 0.084 -0.005 -0.0092
F 5.05484 3.86107 -0.91032 -0.025 -0.048 0.009 -0.0088
S -4.07776 1.53599 -0.39589 -0.083 -0.012 0.017 0.0042
C -2.86615 2.76239 -0.20280 -0.094 0.069 -0.006 0.0025
C -3.01680 4.14620 -0.17501 0.031 -0.028 -0.011 0.0025
C -1.89185 4.91681 0.04650 0.005 -0.033 0.017 0.0007
C -0.64400 4.31780 0.25589 -0.022 -0.004 0.001 0.0019
C -0.49878 2.94585 0.22620 0.035 0.026 -0.028 0.0116
C -1.62028 2.15852 -0.03289 0.116 -0.199 0.087 0.0095
N -1.64655 0.76818 -0.09529 0.029 0.226 0.039 0.0544
C -2.85620 0.31464 -0.24543 -0.040 -0.166 -0.051 0.0076
C -3.11966 -1.13046 -0.30455 0.078 0.251 -0.026 0.0157
C -4.41721 -1.63059 -0.23358 -0.030 -0.029 -0.050 -0.0003
C -4.61713 -2.99943 -0.27755 0.036 0.003 -0.006 0.0090
C -3.51633 -3.83954 -0.39641 -0.005 0.044 -0.024 0.0005
C -2.23048 -3.31210 -0.46011 0.090 -0.046 -0.056 0.0204
C -1.97519 -1.94020 -0.40765 -0.056 0.110 0.131 0.0586
H -3.98632 4.60397 -0.31930 0.001 -0.002 0.017 0.0003
H -1.98085 5.99449 0.07948 0.003 -0.005 -0.015 0.0000
H 0.21826 4.93966 0.45800 -0.009 0.005 -0.003 0.0000
H 0.45568 2.47919 0.43100 -0.025 -0.008 0.039 0.0057
H -5.26688 -0.96325 -0.13137 0.014 -0.003 -0.005 0.0001
H -5.61724 -3.40855 -0.21735 0.007 0.002 0.002 0.0006
H -3.66413 -4.91272 -0.43529 0.010 0.009 -0.002 0.0002
H -1.40735 -4.01633 -0.55792 -0.016 0.046 0.042 0.0019
F 1.36248 0.33967 1.99539 -0.133 0.056 0.061 0.0145
C 0.45725 -0.70569 1.79099 0.251 0.052 0.068 0.0629
F 1.12317 -1.80253 2.29598 -0.056 -0.014 -0.019 0.0149
F -0.52361 -0.46250 2.70057 -0.086 0.026 0.027 0.0122
Cl 0.80387 -5.76172 0.88956 -0.127 -0.117 0.138 0.0022
C 1.86817 -4.95295 -0.24513 -0.118 0.480 -0.102 0.0013
Cl 1.93232 -5.81970 -1.78106 0.011 -0.084 -0.083 0.0008
Cl 3.48267 -4.76320 0.43406 0.097 -0.001 0.035 0.0001
C 1.32471 -3.60613 -0.51147 0.208 -0.227 -0.062 0.0171
N 0.92976 -2.55533 -0.72865 0.237 -0.448 0.107 0.0442
```
Forces are in eV/Å.

=====

Entry 2:
ORCA calculation (the ωB97M-V functional and the def2-TZVPD basis) on the molecule CH3F2P at a distorted geometry.

Results
SMILES: FC(F)P
net charge: 0
HOMO: -10.23 eV
spin multiplicity: 1
HOMO-LUMO gap: 0.410 hartree
energy above the lowest of the compared OMol25 structures with the same formula, charge and spin: 2.4 kcal/mol

Structure (XYZ):
```
7
Properties=species:S:1:pos:R:3:forces:R:3:lowdin_charge:R:1
F 1.79818 -0.66033 0.14062 -0.409 0.905 -0.010 -0.0510
C 0.71403 0.12029 -0.19111 -1.638 -1.152 0.122 -0.5608
F 0.83967 1.38210 0.39981 0.133 -1.665 -1.174 -0.0446
P -0.94587 -0.82361 0.42961 1.573 0.406 -0.664 0.8210
H 0.61195 0.08905 -1.31647 0.639 0.974 1.174 0.1071
H -1.30869 0.25498 1.20699 -0.338 0.521 0.558 -0.1445
H -1.70927 -0.36247 -0.66944 0.039 0.011 -0.006 -0.1272
```
Forces are in eV/Å.

=====

Entry 3:
ORCA calculation (the ωB97M-V functional and the def2-TZVPD basis) on the molecule C6H13N3 at a distorted geometry.

Results
net charge: 0
HOMO (alpha / beta): -7.01 / -7.02 eV
spin multiplicity: 1
HOMO-LUMO gap (alpha / beta): 0.271 / 0.272 hartree
energy above the lowest of the compared OMol25 structures with the same formula, charge and spin: 146.6 kcal/mol

Structure (XYZ):
```
22
Properties=species:S:1:pos:R:3:forces:R:3:lowdin_charge:R:1
C 2.77787 0.54306 1.32972 1.867 -2.554 3.052 -0.0740
C 0.20998 0.08131 0.05472 -0.083 -1.607 -0.713 -0.1135
C -2.13673 -0.23023 0.82617 0.148 -2.356 3.186 -0.1260
C -1.44574 1.82676 -0.36646 -1.167 0.667 -0.672 -0.1002
C 0.75216 -1.60950 -1.67750 -1.900 1.465 -0.445 0.0194
C -1.24991 0.26915 -0.30966 0.393 0.038 -1.209 -0.4488
N 2.66642 -0.76927 1.22643 0.906 4.076 3.015 -0.1017
N 2.06726 -1.30224 0.28658 0.321 -5.328 -4.188 -0.0933
N 1.05588 -0.88255 -0.36636 -3.685 1.896 -1.359 -0.1569
H 3.39826 0.64831 2.30596 -1.019 1.256 -2.164 0.0824
H 2.48730 1.22372 0.54859 -0.010 0.511 0.254 0.0530
H 0.46526 0.39965 1.03204 0.362 0.819 0.721 0.0803
H -3.27580 -0.06997 0.80408 1.851 0.140 -0.343 0.0871
H -1.70671 0.19932 1.86909 -1.184 -0.699 -2.346 0.1195
H -1.99479 -1.40667 0.99356 -0.305 2.398 -0.512 0.1078
H -2.60524 2.09706 -0.35788 2.505 -0.446 0.386 0.1071
H -1.04650 2.33584 -1.29819 -0.216 -0.821 1.047 0.0772
H -0.85268 2.23344 0.52899 -1.316 -0.276 -1.211 0.0924
H 0.92152 -0.92013 -2.53505 0.735 -0.393 0.770 0.0974
H 1.29322 -2.52721 -1.74673 0.486 -0.284 0.190 0.0697
H -0.36868 -1.78777 -1.87735 1.673 -0.107 1.203 0.0948
H -1.41237 -0.35206 -1.27075 -0.363 1.605 1.338 0.1262
```
Forces are in eV/Å.

=====

Entry 4:
ORCA calculation (the ωB97M-V functional and the def2-TZVPD basis) on a cluster of 6 separate species, CH14O6 in total at a distorted geometry.

Results
SMILES: CO.O.O.O.O.O
net charge: 0
HOMO: -10.46 eV
spin multiplicity: 1
HOMO-LUMO gap: 0.402 hartree
energy above the lowest of the compared OMol25 structures with the same formula, charge and spin: 4.9 kcal/mol

Structure (XYZ):
```
21
Properties=species:S:1:pos:R:3:forces:R:3:lowdin_charge:R:1
C -0.73516 1.74825 -0.02991 0.161 -1.138 0.899 -0.1082
O -0.97086 0.40898 0.44603 -0.566 -0.537 -0.918 -0.1567
H -1.30507 2.42856 0.58294 0.104 0.571 0.177 0.0806
H -1.11721 1.79910 -1.04124 0.114 -0.013 -0.260 0.0768
H 0.34155 1.89172 0.00996 -0.078 0.664 -0.150 0.0631
H -0.85664 0.29834 1.39406 0.266 0.598 0.187 0.0534
O 2.39043 0.77185 0.73773 0.069 0.237 0.457 -0.0776
H 3.24661 1.11181 0.46149 -0.063 0.006 0.137 0.0475
H 2.00284 0.37645 -0.06491 0.075 -0.214 -0.157 -0.0219
O 1.51356 -0.42956 -1.45115 0.151 -0.167 -0.555 -0.0503
H 0.91210 -1.17127 -1.26995 -0.219 -0.202 0.141 0.0153
H 2.15310 -0.79407 -2.07740 -0.112 0.173 0.144 0.0717
O -0.29798 -2.57580 -0.96466 0.303 0.072 -0.163 -0.0439
H -1.05325 -1.97562 -1.01797 -0.351 -0.042 -0.014 0.0127
H -0.27192 -2.90841 -0.06425 -0.085 0.067 0.068 0.0563
O 0.60812 0.51868 3.16843 -0.089 -0.317 -0.346 -0.0599
H 1.23475 0.57514 2.43033 0.233 0.340 -0.154 -0.0007
H 0.65270 -0.41685 3.38795 -0.074 -0.022 0.262 0.0395
O -2.66745 -0.74033 -1.82651 0.383 -0.463 -0.544 -0.0413
H -3.57718 -0.80939 -1.53611 -0.030 0.189 0.270 0.0470
H -2.20305 -0.10759 -1.27489 -0.193 0.198 0.519 -0.0034
```
Forces are in eV/Å.

=====

Entry 5:
ORCA calculation (the ωB97M-V functional and the def2-TZVPD basis) on a structure of composition C23H31Cl5MnN2O2P2 at a distorted geometry.

Results
net charge: -1
HOMO (alpha / beta): -3.63 / -3.65 eV
spin multiplicity: 5
HOMO-LUMO gap (alpha / beta): 0.213 / 0.195 hartree

Structure (XYZ):
```
66
Properties=species:S:1:pos:R:3:forces:R:3:lowdin_spin:R:1
Mn 1.83660 -14.32156 9.14143 -0.852 0.942 0.849 2.9397
C 1.83302 -12.71773 12.23316 0.489 0.372 0.527 -0.0056
P 3.28683 -13.68624 11.25061 -4.251 0.043 -1.067 -0.0392
C 3.95488 -15.14388 12.24900 7.402 3.404 -0.617 -0.0047
C 4.69252 -12.49026 11.04446 -2.644 3.135 5.603 -0.0065
C 6.17051 -12.65965 10.58656 1.023 0.810 1.185 -0.0002
P 5.64531 -12.66601 8.70400 3.091 -0.391 0.205 -0.0010
C 7.39928 -12.68494 7.64624 0.143 8.289 4.506 -0.0002
C 4.84443 -10.66701 8.37080 5.943 1.812 0.263 0.0001
H 0.47375 -13.02343 12.13700 4.882 0.735 0.290 0.0002
H -4.99409 -14.52684 10.86130 -0.098 -0.013 -0.032 0.8543
H 2.20664 -11.86229 13.20621 -1.220 -3.017 -2.958 -0.0035
H 3.11314 -15.58467 12.67238 -0.755 -1.144 1.353 -0.0003
H 4.72896 -14.32574 12.84561 -2.568 -2.795 -0.167 -0.0014
H 5.32161 -16.05185 11.94384 -3.920 1.944 0.199 0.0005
H 4.63122 -12.17788 12.28375 0.801 -0.860 -2.762 -0.0027
H 4.04445 -11.34351 10.83855 2.108 -3.673 -0.032 0.0001
H 6.90279 -13.57191 10.89184 -2.605 1.373 -0.835 0.0000
H 6.70688 -11.81909 11.27256 -0.821 -1.217 -2.570 -0.0002
H 8.17003 -12.03459 8.48497 -1.898 -2.675 -1.591 -0.0001
H 7.78246 -11.91409 6.92090 -1.728 -0.912 -0.315 0.0000
H 7.70182 -13.59393 7.45132 1.666 -4.711 -0.836 0.0000
H 4.81128 -10.83644 9.42623 -1.175 -0.163 0.586 0.0000
H 6.09161 -10.07840 8.40610 -3.396 -1.183 -0.152 0.0000
H 5.18015 -11.41767 7.66707 -1.233 0.333 -2.026 0.0000
C -0.29228 -16.23525 11.69670 -0.868 1.832 -0.829 0.0002
N -0.14372 -15.97016 10.19942 -1.713 0.779 0.322 0.0108
C 0.10556 -17.31759 9.57221 0.630 4.773 -5.772 0.0000
C -1.48311 -15.40872 9.61201 0.291 2.305 -1.397 0.0035
C -1.70376 -13.88900 10.06538 5.387 -1.712 -3.057 0.0123
C -2.39464 -13.52354 11.14067 -1.846 -2.334 2.761 0.0572
C -2.50045 -12.24375 11.65260 -2.281 -1.608 0.220 0.0171
C -1.73664 -11.27764 11.01445 -1.080 5.317 1.463 0.0004
C -0.80945 -11.52645 10.06035 1.295 -5.099 -2.774 0.0099
C -0.74565 -12.95524 9.51012 -2.919 2.856 1.135 -0.0027
H -1.16139 -17.14068 11.81164 2.458 2.746 0.567 0.0005
H -0.27902 -15.18303 12.22337 -2.127 -1.576 -0.891 -0.0001
H 0.69672 -16.28668 12.15181 0.376 -2.070 -0.437 -0.0003
H -0.92910 -17.62361 9.43150 0.139 -0.776 -1.700 0.0000
H 0.28955 -17.77246 10.39269 2.810 -4.242 4.723 0.0001
H 1.14238 -17.20048 8.61476 -3.940 -0.777 3.050 0.0005
H -2.54988 -15.87208 10.00867 2.844 -0.015 -1.395 0.0091
H -1.14373 -15.30530 8.24553 -1.723 -0.723 4.361 0.0004
H -2.89004 -14.42442 11.69232 0.423 1.851 -0.861 0.0402
H -3.44579 -12.31672 12.32344 2.107 1.755 -0.626 0.0035
H -1.90431 -10.06738 11.23809 0.426 -3.346 -0.150 0.0001
H -0.03600 -10.95138 9.53019 -0.841 0.628 0.789 0.0005
Cl 2.56431 -12.56192 7.05334 -0.189 -0.046 -0.111 0.0152
C 0.98748 -12.26870 6.36462 -1.569 -0.597 -0.988 0.0003
C 0.86356 -11.87423 5.02602 0.140 -0.053 0.401 0.0007
C -0.37232 -11.64417 4.37395 3.204 -0.552 2.139 -0.0003
C -1.41613 -11.81113 5.15725 -5.175 -0.533 1.467 0.0002
C -1.36642 -12.23823 6.50358 -0.363 -0.325 0.416 0.0002
Cl -2.91914 -12.41586 7.36776 0.559 0.041 -0.621 0.0040
C -0.18595 -12.61840 7.18500 1.468 1.153 -1.142 0.0033
N 0.02015 -13.21299 8.38330 1.045 -0.816 0.503 0.0126
H 1.71974 -11.72914 4.41021 0.929 0.062 0.030 0.0002
H -0.43763 -11.28335 3.41451 -0.016 0.530 -2.085 0.0000
H -2.46661 -11.69682 4.70909 1.537 0.005 0.924 0.0001
Cl 2.89930 -18.98379 7.32136 0.293 0.565 0.118 0.0006
C 3.60492 -17.44021 6.69513 0.010 0.147 0.378 0.0007
Cl 2.62298 -16.92405 5.34051 -0.288 0.212 -0.369 0.0004
Cl 5.23458 -17.69619 6.18224 0.842 -0.558 -0.519 0.0005
C 3.65826 -16.30334 7.79177 -0.799 -0.098 1.177 0.0123
O 4.70085 -15.99391 8.32421 -0.045 -0.156 -0.521 0.0085
O 2.47906 -15.87776 8.07247 0.184 0.016 -0.305 0.0482
```
Forces are in eV/Å.

=====

Entry 6:
ORCA calculation (the ωB97M-V functional and the def2-TZVPD basis) on a structure of composition CH22F3Na2O14S at a distorted geometry.

Results
net charge: +1
HOMO: -11.14 eV
spin multiplicity: 1
HOMO-LUMO gap: 0.228 hartree
energy above the lowest of the compared OMol25 structures with the same formula, charge and spin: 92.7 kcal/mol

Structure (XYZ):
```
43
Properties=species:S:1:pos:R:3:forces:R:3:lowdin_charge:R:1
Na -0.45159 -5.68049 -1.88333 0.061 0.403 0.138 0.9668
Na -5.40828 0.81720 -2.69640 0.442 -0.107 0.244 0.9153
C 0.97673 0.38135 -0.87353 -0.549 -1.307 -1.990 -0.6243
F 1.93160 -0.37271 -0.33068 -0.267 0.606 1.134 0.1209
F 0.97347 1.64123 -0.48282 0.343 -0.451 0.185 0.1551
F 1.31560 0.32463 -2.20607 -0.848 0.571 0.566 0.0735
S -0.76329 -0.43025 -0.60179 -2.405 -0.353 0.817 0.5832
O -1.72704 0.07665 -1.65936 2.364 -1.093 1.116 -0.4256
O -0.46239 -1.91955 -0.68028 -0.512 3.056 -0.009 -0.4269
O -1.20502 0.10994 0.72444 1.429 -1.387 -2.174 -0.3769
O -4.86207 -1.33843 2.30887 -0.182 -0.242 -0.310 -0.0520
H -4.09485 -0.76617 2.32039 0.412 0.112 0.003 0.0308
H -5.57873 -0.78530 2.61977 -0.189 0.094 0.172 0.0297
O -3.07580 3.87033 0.71602 -0.399 0.006 -0.071 -0.0527
H -2.54882 3.10520 0.94647 0.235 -0.304 0.111 0.0260
H -2.52044 4.37375 0.12072 0.217 0.204 -0.111 0.0221
O 5.61708 -2.85603 1.28810 -0.234 0.193 0.132 -0.0493
H 6.10894 -2.64281 0.49509 0.099 0.058 -0.271 0.0331
H 5.95137 -3.71235 1.55488 0.119 -0.234 0.138 0.0352
O -0.24685 -2.49912 4.24487 -0.242 -0.087 0.132 -0.0524
H 0.48813 -3.10281 4.13713 0.290 -0.239 -0.044 0.0016
H 0.00301 -1.72450 3.74112 0.018 0.306 -0.176 0.0263
O 2.36611 -4.24049 2.73230 -0.177 -0.293 0.199 -0.0429
H 3.06003 -3.58233 2.77105 0.270 0.245 -0.028 0.0293
H 1.88961 -4.03969 1.92678 -0.122 0.197 -0.175 0.0288
O -1.07110 -0.34488 -5.58915 -0.059 -0.268 -0.145 -0.0501
H -1.43183 0.40062 -6.06909 -0.003 0.206 -0.179 0.0283
H -1.34481 -0.20214 -4.68309 0.091 0.059 0.466 0.0113
O 0.03074 6.00540 -1.52905 -0.264 -0.219 0.005 -0.0539
H 0.27937 6.21895 -2.42839 0.096 0.048 -0.220 0.0263
H 0.52001 6.62747 -0.99065 0.120 0.138 0.210 0.0332
O 6.67621 0.88055 1.42810 -0.154 0.158 -0.118 -0.0481
H 7.44813 0.86953 1.99399 0.214 0.058 0.155 0.0337
H 6.40604 -0.03607 1.37282 -0.115 -0.280 0.018 0.0072
O 2.77764 0.69904 3.66623 -0.247 -0.003 -0.047 -0.0481
H 3.54177 0.67950 3.09007 0.229 0.088 -0.214 0.0212
H 3.02299 0.14742 4.40903 0.030 -0.094 0.251 0.0273
O -5.53098 -2.47770 -1.55189 -0.124 0.379 -0.341 -0.0484
H -5.34797 -2.66054 -0.63031 0.057 0.110 0.481 0.0369
H -5.12348 -3.20261 -2.02590 0.046 -0.129 -0.161 0.0321
O -3.13920 3.53456 -3.98786 -0.329 -0.380 -0.010 -0.0551
H -2.40480 3.42831 -3.38321 0.291 -0.074 0.240 0.0329
H -3.04523 4.42535 -4.32538 -0.056 0.246 -0.117 0.0389
```
Forces are in eV/Å.

=====

Which formula does entry 2 have?
CH3F2P

=====

net charge of number 1 (C22H8Cl3CoF8N2S2)?
0